Entry 1:
The following is a DFT calculation (the ωB97M-V functional and the def2-TZVPD basis) of one molecule with the formula C4H10N2O.

Calculated values
* net charge: 0
* orbital gap: 9.97 eV
* relative energy (zero: lowest compared OMol25 entry of this formula, charge and spin): 51.4 kcal/mol
* E_HOMO: -9.1 eV

Bonds (Å) are listed after each position.
Cartesian coordinates (Å):
1 C 0.47 -1.22 -1.46  N2 1.367, O7 1.271, H8 1.078
2 N -0.28 -0.54 -0.54  C1 1.367, C3 1.460, C4 1.464
3 C -1.72 -0.61 -0.76  N2 1.460, H9 1.075, H10 1.075, H11 1.078
4 C 0.33 -0.43 0.79  N2 1.464, C5 1.514, H12 1.086, H13 1.093
5 C 0.32 1.01 1.25  C4 1.514, N6 1.397, H14 1.112, H15 1.189
6 N 1.22 1.76 0.48  C5 1.397, H16 0.981, H17 0.975
7 O 0.02 -1.98 -2.37  C1 1.271
8 H 1.51 -1.36 -1.24  C1 1.078
9 H -1.95 -1.63 -0.53  C3 1.075
10 H -2.18 0.10 -0.10  C3 1.075
11 H -1.87 -0.54 -1.83  C3 1.078
12 H 1.39 -0.65 0.72  C4 1.086
13 H -0.03 -1.06 1.60  C4 1.093
14 H 0.58 1.26 2.31  C5 1.112
15 H -0.78 1.44 1.16  C5 1.189
16 H 2.04 2.18 0.82  N6 0.981
17 H 0.93 2.28 -0.29  N6 0.975

Entry 2:
The following is a DFT calculation (the ωB97M-V functional and the def2-TZVPD basis) of one molecule with the formula C3H6Cl2Si.

Calculated values
* net charge: 0
* orbital gap: 10.58 eV
* relative energy (zero: lowest compared OMol25 entry of this formula, charge and spin): 52.1 kcal/mol
* E_HOMO: -10.4 eV

Bonds (Å) are listed after each position.
Cartesian coordinates (Å):
1 C 0.78 1.18 -0.03  C2 1.476, C3 1.522, H7 1.051, H8 1.198
2 C -0.03 0.80 -1.21  C1 1.476, C3 1.578, H9 1.106, H10 1.063
3 C -0.48 0.37 0.24  C1 1.522, C2 1.578, Si4 1.928, H11 1.115
4 Si -0.25 -1.39 0.99  C3 1.928, Cl5 1.979, Cl6 2.520, H12 1.358
5 Cl 0.95 -2.50 -0.13  Si4 1.979
6 Cl -2.33 -2.78 0.73  Si4 2.520
7 H 1.72 0.71 0.01  C1 1.051
8 H 0.81 2.36 0.18  C1 1.198
9 H -0.49 1.64 -1.76  C2 1.106
10 H 0.47 0.13 -1.87  C2 1.063
11 H -1.38 0.94 0.59  C3 1.115
12 H 0.23 -1.47 2.26  Si4 1.358